No. 1
This record from OMol25 describes a cluster of 11 separate species, C36H61BrN4O44PS10 in total. The level of theory is wB97M-V/def2-TZVPD.

Positions of all 157 atoms, in Å:
C -1.60949 -2.83700 -2.95133
C -0.85284 -2.11427 -1.77508
Br 0.26896 -3.50808 -0.86472
C 0.01586 -0.87138 -2.23232
C 1.37667 -0.83718 -1.43875
N 2.47898 -1.32574 -2.02638
N 3.71403 -1.44359 -1.56424
C 3.77019 -0.97209 -0.31253
C 5.18514 -1.11303 0.34821
C 6.33788 -0.28053 -0.12637
C 7.57640 -0.56693 0.62562
C 7.70611 -1.52730 1.72737
N 6.63435 -2.24953 2.14548
C 5.46984 -2.02625 1.44171
C 2.72179 -0.34972 0.52439
C 3.05409 0.16951 1.95307
C 3.70112 1.60391 1.76998
C 4.21351 2.24904 3.12042
C 5.63470 1.66353 3.46978
O 5.80174 0.47654 3.58493
O 6.71664 2.54037 3.60537
C 1.37854 -0.26430 -0.08733
P -0.05931 0.45203 0.83349
N 0.30358 1.94698 1.20783
O -0.22693 -0.34798 2.29035
O -1.45515 0.50366 -0.03766
H -2.10459 -2.13456 -3.67673
H -0.84075 -3.45342 -3.50037
H -2.36676 -3.57476 -2.55836
H -1.63602 -1.81357 -1.02473
H -0.51915 0.11112 -2.20504
H 0.29257 -1.04341 -3.32108
H 2.36503 -1.67179 -2.98991
H 6.26504 0.44868 -0.96265
H 8.49430 0.01610 0.34379
H 8.69040 -1.67154 2.22587
H 4.58703 -2.64864 1.76991
H 2.07220 0.33854 2.48949
H 3.66051 -0.53261 2.57618
H 4.59839 1.48514 1.10429
H 2.99387 2.34794 1.30658
H 3.49679 2.12316 3.98935
H 4.33704 3.35443 2.92737
H 7.01426 2.58592 4.53221
H 0.30529 2.03303 2.23433
H -1.18285 -0.51598 2.46664
H -1.91781 1.32736 0.23775
C 0.70028 5.54980 -0.39044
C 0.57365 6.90353 0.28439
O 1.30350 6.77217 1.50632
S 2.53562 5.75357 1.27763
O 3.70893 6.51813 1.02685
O 2.47402 4.74495 2.27964
O 2.03918 5.11642 -0.11870
H 0.01138 4.82257 0.04806
H 0.53087 5.60673 -1.46505
H -0.46171 7.17518 0.48233
H 1.04750 7.68889 -0.31072
C 3.04317 1.84496 7.91582
C 3.23731 3.34956 7.90643
O 2.24806 3.84162 7.00000
S 0.94387 2.89045 7.07004
O -0.00109 3.49343 7.94345
O 0.61969 2.47373 5.74979
O 1.62913 1.65014 7.84893
H 3.49333 1.38190 7.03335
H 3.44940 1.38181 8.81378
H 4.23503 3.63859 7.58077
H 3.03803 3.78048 8.89111
C -5.84635 0.85321 -1.60116
C -6.30315 2.05023 -0.78964
O -5.18253 2.94030 -0.78824
S -4.37973 2.78215 -2.18020
O -4.79769 3.81433 -3.06193
O -3.00898 2.53738 -1.87949
O -5.05733 1.39981 -2.66234
H -5.20872 0.19275 -1.00753
H -6.68235 0.28303 -2.00293
H -6.58280 1.78113 0.22752
H -7.13996 2.56089 -1.27321
C -3.26107 -2.15421 -8.06685
C -3.53042 -0.67542 -7.87731
O -4.73703 -0.61652 -7.10926
S -4.79833 -1.89122 -6.12172
O -4.32834 -1.48492 -4.83576
O -6.04205 -2.54931 -6.31318
O -3.63699 -2.76384 -6.82723
H -3.88860 -2.57298 -8.85719
H -2.21524 -2.35770 -8.29049
H -3.64921 -0.15197 -8.81988
H -2.73584 -0.19967 -7.29494
C 4.85554 2.87039 -3.80286
C 5.93007 3.64116 -3.05743
O 5.26879 4.80204 -2.55583
S 3.73040 4.43510 -2.21831
O 3.62359 4.16011 -0.83191
O 2.89090 5.37267 -2.87892
O 3.66923 3.02825 -3.02042
H 4.67283 3.30200 -4.79007
H 5.10322 1.81476 -3.90993
H 6.76262 3.92096 -3.70041
H 6.30673 3.07078 -2.20313
C -3.29985 -8.83053 -2.35017
C -3.71726 -7.63393 -1.51631
O -2.57449 -6.77388 -1.51124
S -1.78692 -6.93301 -2.91366
O -2.19022 -5.87549 -3.77607
O -0.42348 -7.21657 -2.63287
O -2.50709 -8.28923 -3.40993
H -2.67492 -9.51682 -1.77330
H -4.15490 -9.37164 -2.75232
H -3.99506 -7.91067 -0.50092
H -4.54471 -7.09441 -1.98486
C -3.60474 3.35023 -10.87612
C -3.50623 2.67446 -12.23029
O -2.26102 1.97082 -12.19932
S -1.96647 1.48141 -10.69121
O -2.38042 0.12205 -10.56985
O -0.66907 1.92147 -10.31995
O -3.06203 2.40582 -9.94796
H -2.99285 4.25467 -10.83887
H -4.63167 3.59760 -10.61194
H -3.52559 3.38632 -13.05323
H -4.30564 1.94118 -12.36588
C -4.30599 -2.01605 5.17751
C -4.00555 -3.13964 4.20287
O -4.42415 -2.64156 2.93073
S -4.20070 -1.04265 2.89522
O -2.95745 -0.77672 2.23720
O -5.41717 -0.42913 2.49855
O -3.99070 -0.81257 4.47205
H -5.36768 -1.98963 5.43788
H -3.71250 -2.09009 6.08750
H -4.53415 -4.05874 4.44905
H -2.93208 -3.34112 4.15115
C -5.50745 1.25044 8.58144
C -5.59430 2.71381 8.18952
O -5.16467 2.75449 6.82711
S -5.59521 1.37951 6.09201
O -6.80932 1.60659 5.38844
O -4.44156 0.81328 5.46972
O -5.93427 0.52640 7.42294
H -4.47743 0.96081 8.80426
H -6.14222 1.01314 9.43381
H -4.96496 3.34870 8.81049
H -6.62573 3.07403 8.23018
C 5.03208 -5.47153 2.60920
C 4.19732 -5.03346 3.79757
O 3.96557 -6.22827 4.54419
S 5.24108 -7.21077 4.38061
O 6.08640 -7.03973 5.50983
O 4.77392 -8.48306 3.95674
O 5.92397 -6.46185 3.12086
H 4.40960 -5.93772 1.84012
H 5.58255 -4.63769 2.17653
H 3.25438 -4.57717 3.49881
H 4.75139 -4.33803 4.43437

Force components x, y, z for each atom (eV/Å):
C 0.77 -0.45 -0.06
C -1.56 0.23 -0.20
Br -0.51 0.46 -0.26
C 1.54 -1.13 -0.91
C -1.93 1.45 1.19
N -1.35 0.30 -1.26
N -1.28 1.19 2.52
C 2.27 -0.18 1.62
C 2.36 0.84 -0.14
C 0.11 -3.06 3.10
C -0.68 0.43 -0.54
C -1.69 1.07 -1.70
N -0.44 1.31 -2.13
C -0.76 0.32 -0.40
C -1.92 -0.42 -0.83
C -1.33 0.82 -0.45
C 0.60 0.07 0.38
C 1.04 0.76 -0.49
C -0.67 -0.36 0.38
O -0.04 0.52 0.02
O -1.22 0.11 0.16
C 3.15 -2.06 -1.13
P -0.88 3.57 3.03
N 0.01 -1.40 -0.27
O -0.28 -0.23 -2.65
O 1.64 -1.22 0.55
H 0.43 -0.49 0.89
H -0.88 0.64 0.30
H 0.80 0.96 -0.34
H 1.17 -0.16 -0.52
H 0.40 -0.99 0.35
H -0.33 0.14 1.11
H 0.04 0.14 0.63
H 0.15 -0.67 0.86
H -1.02 -0.70 0.32
H -1.00 0.11 -0.39
H 1.06 0.66 -0.23
H 1.11 -0.36 -0.57
H -0.24 0.68 -0.87
H -0.81 0.29 0.46
H 0.48 -1.09 0.36
H 0.86 -0.02 -0.99
H -0.28 -1.21 0.34
H -0.03 -0.35 -0.51
H 0.14 0.23 -0.59
H 0.28 -0.12 -0.11
H 0.46 -0.29 -0.22
C -0.73 -0.07 0.37
C 0.05 0.28 -0.62
O 0.26 -0.65 0.17
S -0.81 0.28 -0.79
O -0.02 -0.40 0.28
O 0.31 0.26 0.11
O -3.06 2.48 1.96
H 0.01 0.01 -0.02
H 0.32 -0.04 0.03
H 0.12 -0.05 0.27
H -0.06 -0.03 -0.02
C 0.47 -0.09 -0.30
C 0.04 0.03 0.62
O -0.30 -0.63 -0.32
S 0.51 0.09 0.22
O -0.07 -0.30 -0.35
O -0.10 0.22 0.25
O -0.23 0.59 -0.02
H 0.04 0.01 0.04
H -0.26 -0.02 0.00
H -0.18 0.09 -0.20
H 0.08 -0.05 -0.01
C 0.03 -0.36 0.51
C -0.63 -0.05 -0.24
O 0.68 -0.33 -0.34
S -0.88 -0.36 0.20
O 0.48 -0.19 0.04
O -0.03 0.26 -0.02
O 0.10 0.75 0.11
H -0.06 0.01 0.01
H 0.14 0.11 -0.21
H 0.26 0.14 0.03
H 0.00 -0.06 0.02
C -0.15 0.05 -0.65
C 0.53 0.17 0.12
O -0.26 -0.78 0.25
S 0.46 0.25 -0.58
O -0.30 -0.36 -0.19
O 0.13 0.25 0.39
O -0.22 0.52 0.53
H 0.05 0.04 0.00
H -0.06 -0.09 0.22
H -0.28 -0.05 0.18
H 0.02 -0.02 -0.07
C 0.20 0.19 -0.53
C 0.17 -0.44 0.26
O -0.66 -0.02 -0.41
S 0.87 -0.25 0.11
O 3.02 -2.00 -2.03
O 0.08 -0.13 0.32
O 0.15 0.22 0.42
H 0.06 -0.04 0.02
H -0.18 0.02 0.14
H -0.13 0.22 0.07
H 0.03 -0.02 -0.06
C 0.04 -0.38 0.49
C -0.59 0.01 -0.28
O 0.52 -0.30 -0.32
S -0.43 -0.47 0.18
O 0.35 -0.20 0.04
O -0.19 0.39 -0.10
O 0.01 0.74 0.14
H -0.06 0.02 0.00
H 0.13 0.12 -0.20
H 0.25 0.13 0.02
H -0.01 -0.07 0.03
C 0.07 0.61 -0.28
C -0.65 -0.17 0.01
O 0.34 0.08 0.72
S -0.33 0.63 -0.51
O 0.35 0.23 0.15
O -0.16 -0.44 -0.05
O 0.19 -0.67 -0.33
H -0.04 -0.03 -0.02
H 0.09 -0.20 0.17
H 0.27 -0.11 0.01
H -0.01 0.08 -0.01
C -0.43 -0.32 0.18
C 0.56 -0.13 0.37
O -0.26 0.64 -0.22
S -0.25 -0.79 1.55
O -0.33 0.27 -0.17
O 0.51 0.01 -0.49
O 1.32 -3.55 -3.24
H 0.04 -0.02 0.02
H 0.07 0.24 -0.13
H -0.13 0.10 -0.26
H -0.04 -0.03 0.07
C 0.49 0.13 0.38
C -0.55 0.10 0.28
O 0.13 -0.70 -0.11
S 0.22 0.72 0.60
O 0.33 -0.36 -0.09
O -1.60 3.44 2.11
O -0.11 0.37 -0.48
H -0.03 0.05 0.02
H -0.10 -0.12 -0.22
H 0.12 -0.01 -0.25
H 0.04 -0.02 0.08
C -0.46 0.08 -0.41
C 0.39 0.46 0.14
O 0.20 -0.46 -0.40
S -0.01 0.31 -0.16
O -0.10 -0.26 -0.27
O 0.08 0.20 0.30
O -0.21 0.04 0.64
H -0.02 0.03 0.02
H 0.29 -0.22 0.15
H -0.08 -0.26 0.11
H 0.00 0.05 -0.10

## Properties
* energy: -322036.536 eV
* LUMO energy: -3.981 eV
* highest occupied orbital energy: -11.040 eV
* orbital gap: 0.259 hartree
* spin multiplicity: 1
* net charge: +1
* largest force on an atom: 4.99 eV/Å

No. 2
This record from OMol25 describes a cluster of 3 separate species, C36H61N4O3S3 in total. The level of theory is wB97M-V/def2-TZVPD.

Positions of all 107 atoms, in Å:
C -1.24406 -2.81340 1.67125
C 0.21123 -3.27725 1.16664
C 1.30393 -2.08378 1.14858
O 1.56156 -1.64169 -0.23346
C 2.33619 -0.43805 -0.24640
S 1.30320 1.07659 -0.71461
C -0.42865 0.77352 -0.11298
C -1.54439 0.95504 -1.29000
C -3.05194 0.97938 -0.70894
S -3.40808 2.39655 0.43358
C -4.12070 1.82639 2.02740
S -3.78053 2.76506 3.43431
N -4.98642 0.66061 2.22659
C -5.89924 -0.01599 1.32378
C -6.49874 -1.17132 2.17598
N -5.96460 -1.11601 3.54236
C -5.05832 0.00961 3.52980
C 2.06511 2.59001 0.11742
C 1.70383 2.53312 1.67718
C 0.50627 3.40514 2.21033
C 0.08457 3.35816 3.69730
C 0.89517 2.41626 4.65485
C 2.12104 1.56564 4.16712
C 2.50688 1.64130 2.67231
H -1.26907 -1.79511 2.19353
H -1.94836 -2.72907 0.76377
H -1.71799 -3.59007 2.36614
H 0.09496 -3.64633 0.08949
H 0.56960 -4.09411 1.88154
H 0.89755 -1.20001 1.76531
H 2.29107 -2.40478 1.62411
H 2.83233 -0.33423 0.77657
H 3.17563 -0.49115 -1.02517
H -0.76051 1.44833 0.74700
H -0.57566 -0.31245 0.25856
H -1.47933 -0.01186 -1.92450
H -1.30082 1.81537 -1.99754
H -3.36590 -0.03909 -0.26850
H -3.73257 1.12104 -1.63447
H -6.10187 0.27100 0.23551
H -7.24387 -1.95406 1.79875
H -4.52214 0.25625 4.50472
H 3.21208 2.53020 -0.02584
H 1.74945 3.57287 -0.39123
H -0.01676 4.03841 1.40252
H -0.80218 3.98928 4.02660
H 0.54016 2.38295 5.73421
H 2.70036 0.91737 4.91372
H 3.40589 1.01780 2.33402
C -1.19979 -9.42306 -0.11364
C -0.53250 -8.15760 -0.70261
C 0.37260 -8.53567 -1.89430
C 1.68640 -9.18228 -1.47685
C 2.42201 -8.28856 -0.48967
C 1.56689 -7.91291 0.74151
N 0.19927 -7.41838 0.37573
O 0.33128 -6.12786 -0.03661
C 1.46091 -9.14316 1.67768
C 2.36559 -6.88593 1.58838
C -1.74175 -7.36597 -1.27039
H -1.65188 -10.02340 -0.91007
H -0.52333 -10.09278 0.40819
H -1.99705 -9.15725 0.58650
H 0.60419 -7.63634 -2.48278
H -0.15870 -9.20919 -2.57261
H 1.50021 -10.17011 -1.04822
H 2.30996 -9.34304 -2.36043
H 3.34120 -8.78999 -0.16815
H 2.73982 -7.37807 -1.01244
H 0.68375 -8.99786 2.43160
H 2.39704 -9.30747 2.21963
H 1.27430 -10.07749 1.14899
H 2.63426 -5.99058 1.02184
H 3.30889 -7.31733 1.93619
H 1.79803 -6.57944 2.47287
H -2.40382 -7.02264 -0.46891
H -2.33552 -7.99636 -1.93825
H -1.43696 -6.49446 -1.85670
C -1.21059 7.25534 -2.89865
C -0.29287 7.26833 -1.65317
C -0.14684 8.70661 -1.11323
C 0.77599 9.57844 -1.95393
C 2.13329 8.90834 -2.11029
C 2.03985 7.47604 -2.68374
N 1.02019 6.62958 -1.98095
O 1.57079 6.21693 -0.80550
C 1.71918 7.55746 -4.19768
C 3.45993 6.84973 -2.65145
C -1.11253 6.46260 -0.61405
H -2.13460 7.80793 -2.69914
H -0.78179 7.71411 -3.78400
H -1.49376 6.23339 -3.16780
H 0.24767 8.67851 -0.08749
H -1.12783 9.18503 -1.04404
H 0.32208 9.77748 -2.92788
H 0.90080 10.55002 -1.46867
H 2.76731 9.52810 -2.75312
H 2.62578 8.88437 -1.13058
H 1.41598 6.58328 -4.58857
H 2.59887 7.86531 -4.77040
H 0.95327 8.29326 -4.44143
H 3.89009 6.83204 -1.64715
H 4.15487 7.42812 -3.26710
H 3.44776 5.82697 -3.04157
H -1.21190 5.41372 -0.91482
H -2.12194 6.87132 -0.51531
H -0.66968 6.48942 0.38600

Force components x, y, z for each atom (eV/Å):
C -0.52 0.03 -0.59
C -0.02 0.80 0.09
C -0.85 -0.42 1.08
O 0.62 1.70 0.54
C 1.11 -1.79 1.02
S -0.59 0.06 -0.42
C -2.38 -0.38 0.48
C 0.60 -1.24 -0.05
C 0.02 -1.00 -1.10
S -0.78 -0.67 1.08
C -0.51 -1.46 -1.07
S 0.08 -0.13 -0.55
N -0.56 -0.92 0.88
C -0.73 -2.65 3.15
C 2.71 3.56 -0.18
N 1.66 3.90 -4.05
C -2.83 -3.09 -1.13
C 0.61 0.35 2.32
C -0.80 0.36 3.20
C 1.96 -2.28 1.45
C 3.33 -2.44 -1.90
C 0.59 0.44 -3.18
C -2.55 2.58 -2.33
C -2.45 1.58 1.25
H 0.22 -1.41 -0.54
H 0.98 -0.09 1.36
H 0.78 1.16 -0.97
H 0.48 0.14 1.75
H -0.30 1.05 -1.41
H 0.63 -1.11 -0.89
H -1.20 0.33 -0.77
H -0.80 0.43 -1.34
H -1.52 0.17 0.81
H 1.09 -0.63 -0.99
H 0.88 1.71 -0.60
H -0.15 1.63 0.83
H -0.50 -0.91 1.19
H 0.70 1.66 -0.41
H 1.04 -0.11 1.57
H 0.56 -0.29 2.05
H 1.36 1.39 0.85
H -0.56 0.01 -2.05
H -1.89 -0.31 0.06
H -0.01 -1.68 0.62
H 0.74 -0.93 1.66
H 1.46 -1.06 -0.28
H 0.75 -0.07 -1.59
H -1.00 1.14 -1.38
H -1.45 1.18 0.44
C 0.17 -0.29 0.15
C -1.73 -1.34 -0.39
C 0.48 0.24 0.03
C -0.09 0.01 -0.02
C -0.20 0.11 -0.28
C 1.21 -1.05 1.49
N 1.47 3.17 -2.73
O -0.59 -2.09 1.26
C -0.12 -0.26 -0.04
C -0.44 0.52 -0.38
C 0.44 0.66 0.25
H 0.04 0.26 0.00
H 0.08 0.06 0.01
H 0.13 0.08 -0.05
H -0.10 0.00 0.22
H -0.21 0.10 0.20
H 0.01 -0.01 0.05
H -0.03 -0.03 0.06
H -0.15 0.12 0.24
H -0.14 0.04 0.12
H -0.04 -0.01 -0.12
H -0.04 0.22 -0.17
H -0.12 0.09 0.01
H -0.24 -0.07 -0.02
H -0.25 -0.23 -0.14
H -0.01 -0.04 -0.10
H 0.15 -0.04 -0.04
H 0.24 -0.18 0.19
H 0.08 -0.08 0.20
C 0.05 0.17 -0.31
C -2.16 0.03 -0.56
C 0.53 0.14 0.14
C -0.06 -0.05 0.01
C -0.24 -0.01 0.33
C 1.11 0.43 -1.93
N 1.71 0.68 4.04
O -0.96 -0.16 -2.25
C -0.26 0.11 -0.13
C -0.27 -0.32 0.70
C 0.70 -0.28 0.31
H 0.15 -0.12 0.17
H 0.10 0.00 0.04
H 0.12 0.05 0.07
H 0.00 -0.19 -0.16
H -0.06 -0.29 -0.06
H 0.02 -0.01 -0.04
H -0.02 -0.05 -0.06
H 0.02 -0.31 -0.08
H -0.05 -0.17 -0.06
H -0.07 0.05 0.07
H 0.01 -0.05 0.29
H -0.06 -0.13 0.05
H -0.23 -0.09 -0.04
H -0.37 0.07 -0.03
H -0.05 0.08 0.05
H 0.05 0.09 -0.03
H 0.17 0.11 -0.27
H 0.10 -0.01 -0.20

## Properties
* energy: -82908.618 eV
* LUMO energy (spin up / spin down): -2.622 / -5.108 eV
* highest occupied orbital energy (spin up / spin down): -9.155 / -10.365 eV
* orbital gap (spin up / spin down): 0.240 / 0.193 hartree
* spin multiplicity: 3
* net charge: +1
* ⟨S²⟩: 3.021
* largest force on an atom: 5.86 eV/Å